Entry 1:
The following is a DFT calculation (ωB97M-V/def2-TZVPD) of a molecular structure, C15H16ClInN4O4PS3 in a non-equilibrium geometry.

Positions of all 45 atoms, in Å:
O -2.32 -1.68 -1.85
H -4.80 3.80 0.27
C 2.32 4.56 -2.50
C 1.77 -4.23 -0.03
O -3.67 -2.80 -0.26
C -1.69 2.66 0.95
H 2.37 4.97 -3.49
C 1.44 2.94 -0.96
H 3.59 5.02 0.61
H 0.70 -5.14 3.79
C -3.46 2.94 -1.17
N 1.91 -6.20 1.04
C 0.40 -5.79 2.96
C -2.94 3.22 1.16
H 0.63 -6.82 3.22
C -3.82 3.36 0.10
S 0.27 0.31 -2.20
H -0.68 -5.70 2.83
C -1.33 2.24 -0.33
In 0.28 -1.37 -0.37
H -4.16 3.04 -2.00
H -1.95 2.03 -2.38
C 2.19 3.50 0.07
S 2.02 -2.98 -1.15
H 2.15 3.07 1.07
H 0.54 -2.76 2.36
H -1.00 2.54 1.78
H -3.22 3.54 2.15
N 0.24 -3.11 1.46
N 2.30 -5.44 -0.02
Cl -2.38 -2.43 -0.68
S 0.92 0.56 1.06
C 1.11 -5.44 1.72
C 1.50 3.47 -2.25
C 3.01 4.59 -0.19
P 0.32 1.58 -0.62
H 0.92 3.03 -3.05
H 3.70 5.97 -1.67
O -1.48 -3.56 -0.78
N 1.00 -4.21 1.09
H -0.74 -3.36 1.47
C 3.06 5.12 -1.47
C -2.22 2.38 -1.40
H 2.93 -5.83 -0.71
O -1.74 -1.59 0.41

Values from the calculation:
Total charge ... +1
E_tot ... -3287.04979 a.u.

Atom charges from the Löwdin analysis, given in e for atoms 1 to 6: -0.29, 0.11, -0.06, -0.68, -0.22, -0.09

---

Entry 2:
The following is a DFT calculation (ωB97M-V/def2-TZVPD) of 2 unconnected molecules or ions with the total composition C4H7N3O in a non-equilibrium geometry.

Positions of all 15 atoms, in Å:
N -1.24 1.72 0.25
H -0.79 2.52 0.72
H -1.58 0.19 1.11
H -1.88 -1.89 0.74
H 1.50 -0.99 1.30
H 3.06 -1.44 0.23
C -0.28 0.85 -0.11
O -2.32 -0.58 -0.69
N 1.11 1.02 -0.21
N 2.03 0.05 -0.51
C 2.15 -0.95 0.29
C -1.75 -0.81 0.46
H 1.17 1.64 -1.63
H -0.39 -0.87 -1.39
C -0.78 -0.46 -0.57

Values from the calculation:
E_tot ... -395.81403 a.u.

Atom charges from the Löwdin analysis, given in e for atoms 1 to 6: 0.13, 0.06, 0.14, 0.13, 0.13, 0.04

---

Entry 3:
The following is a DFT calculation (ωB97M-V/def2-TZVPD) of 5 unconnected molecules or ions with the total composition C29H36Cl2F4N2O16S in a non-equilibrium geometry.

Positions of all 90 atoms, in Å:
O -0.27 2.35 0.02
H -1.08 2.16 -9.04
C -1.87 -5.77 5.28
C 2.16 -0.42 3.58
H 0.39 6.11 -2.35
H -3.20 0.96 -9.15
C -0.31 -0.17 1.62
H -1.56 -11.19 2.18
C -1.26 3.11 -2.11
C 1.57 4.27 2.58
O -2.39 -4.64 5.98
H 0.64 1.15 3.68
H 0.07 -4.96 4.66
H -2.46 -1.56 2.25
F 0.70 6.06 -4.33
C -2.56 -0.57 2.79
H 2.25 1.71 3.10
C -0.94 -10.29 2.12
C 1.49 0.87 2.97
H -0.18 4.13 -3.90
O -2.19 -8.55 2.86
C 2.42 -2.86 -1.74
C -2.60 1.21 -6.48
H -3.65 -0.24 2.81
Cl -0.89 -0.95 0.04
H -1.00 -8.33 1.19
Cl 1.30 -1.69 4.59
C -1.59 0.58 2.20
H -0.18 2.99 2.95
H -0.09 4.31 -0.64
O 2.99 7.06 -2.00
C 2.01 7.44 -2.96
H 2.43 5.90 3.00
F -1.96 -0.62 -9.19
C -2.26 -3.57 5.14
H 3.06 0.79 -1.89
F -0.89 -5.87 3.14
H 2.15 -1.84 1.32
O -1.58 -3.90 4.00
O -3.09 1.39 -5.41
H -0.32 0.89 -8.07
H -1.93 4.83 -2.83
O 3.88 5.06 -1.43
C 0.80 2.26 0.97
C -0.95 -5.14 4.29
C -1.25 1.42 -8.26
H -1.35 -6.44 5.96
C -0.02 3.25 -1.07
O -1.51 -8.70 5.01
O -2.88 0.15 -7.28
S 1.80 0.43 -1.43
H 2.51 7.72 -3.89
H 2.42 3.44 0.12
H -2.18 -0.76 3.85
H -0.14 -1.07 2.30
H 0.24 2.36 -3.56
H -0.33 4.08 1.53
C 2.69 -1.25 0.51
C -0.61 3.11 -3.59
C 0.39 3.37 2.06
F 0.14 -10.55 1.34
C 0.99 0.72 1.44
N 2.19 2.58 0.62
H 0.97 3.10 -1.59
C -1.66 -9.07 1.65
O 2.13 5.16 -2.87
C 2.12 0.25 0.43
H 2.54 3.80 2.93
H 3.79 -1.25 0.82
C 1.20 6.19 -3.08
O -1.69 2.05 -7.06
O 4.35 1.48 0.70
H -2.46 -9.30 0.94
C -1.41 -9.02 3.87
C 2.61 -2.07 -0.82
O 3.35 -0.61 3.43
C 3.15 1.48 0.60
O -2.13 4.27 -2.06
O -0.50 -9.93 3.41
H -1.83 2.14 -1.96
C 3.08 5.70 -2.04
H 1.95 -3.42 -2.59
H -1.34 2.78 -4.39
H -1.40 1.27 3.07
N 1.53 5.57 2.61
H -2.12 1.07 1.33
H 1.43 8.29 -2.61
H -2.69 -6.31 4.81
C -2.40 0.50 -8.57
O -2.69 -2.49 5.38

Values from the calculation:
E_tot ... -4157.87591 a.u.

Atom charges from the Löwdin analysis, given in e for atoms 1 to 6: -0.14, 0.14, -0.07, -0.69, 0.17, 0.18

---

Entry 4:
The following is a DFT calculation (ωB97M-V/def2-TZVPD) of 3 unconnected molecules or ions with the total composition C32H62Br2ClF2NO10P2Si in a non-equilibrium geometry.

Positions of all 113 atoms, in Å:
C 4.85 1.51 3.92
C -0.63 -0.24 -0.99
H 5.71 0.83 3.83
H -3.39 -5.38 -5.31
H -0.10 4.35 -2.74
H 2.15 -1.77 -2.16
C 6.37 -2.07 5.50
H 1.01 -3.32 -4.53
H 1.12 1.59 -4.14
H 5.15 0.20 11.20
H 1.71 9.49 0.96
C -6.23 -3.29 -6.39
H 1.65 3.61 5.29
C -7.25 -2.81 -7.20
H -1.91 0.08 0.62
C 1.23 8.51 0.94
H 0.28 4.65 4.86
C 1.51 7.77 2.24
H -5.20 -3.28 -6.73
O 0.29 4.18 2.24
H 6.06 -2.63 4.62
H 1.61 7.96 0.08
O -1.91 -0.85 -2.99
H -0.34 0.79 -0.79
H 6.97 -2.48 7.54
C -0.35 4.40 -1.68
H -6.09 -2.51 -2.57
O 6.63 0.84 7.52
H 5.57 -3.40 7.00
Si -5.19 -4.38 -3.92
C -2.50 0.08 -3.78
H -3.50 -3.60 -5.46
P 1.05 5.32 1.40
H -2.76 0.22 -0.90
C -2.46 -1.82 -0.11
O 5.33 -1.08 5.73
H 0.58 -4.60 -3.44
Br 0.60 -1.34 0.05
H -6.58 -6.01 -2.64
C -3.51 -4.45 -4.77
H 1.94 0.27 -5.03
C -8.55 -2.82 -6.73
C 4.77 2.10 5.32
H 2.57 7.53 2.32
C -1.04 -4.03 -4.64
H -8.05 -4.16 -3.67
F -1.23 -3.14 -5.65
C 2.23 0.17 -2.87
H -2.03 -2.13 0.84
O -0.14 5.69 0.35
H -0.46 6.53 -1.47
H 0.10 3.54 -1.17
H 1.16 5.88 -1.27
C 0.11 5.70 -1.06
H 5.70 2.60 5.58
H 7.20 -3.83 6.43
Cl -4.21 -0.33 -4.00
H -5.28 -3.65 -1.53
C -8.86 -3.30 -5.47
H 2.84 1.61 -4.31
H -2.09 -2.52 -0.85
H -4.88 -6.25 -2.39
C -6.52 -3.77 -5.12
O 0.05 -2.77 -2.77
H 4.96 2.29 3.18
H 0.42 2.55 3.44
C -7.84 -3.78 -4.66
C -2.30 -4.25 -3.83
H -2.43 -3.39 -3.16
C 5.29 -0.80 9.29
O 4.77 -0.68 7.97
H 1.97 3.10 2.82
H 1.24 8.39 3.09
H -2.51 1.07 -3.33
H 1.86 0.73 -2.00
N 1.79 -1.21 -2.93
H -9.36 -2.45 -7.35
O 4.45 1.10 6.30
H -2.16 -5.13 -3.20
H 5.02 -1.80 9.64
P 5.59 0.09 6.80
C 1.22 4.23 4.51
H 4.84 1.25 9.80
C 0.38 -1.45 -3.14
H 1.89 5.08 4.33
H 0.22 -1.40 -4.22
H 6.38 -0.74 9.29
O 2.09 4.70 0.56
H -5.59 -6.88 -3.85
C 4.70 0.25 10.21
O 0.72 6.56 2.36
C -5.21 -3.15 -2.49
H -3.53 -1.88 0.03
C 0.22 -3.66 -3.86
H 3.96 0.92 3.70
H 0.16 8.64 0.80
F -0.75 -5.25 -5.23
H -0.45 0.56 -2.97
H -1.43 4.29 -1.57
H 7.31 -1.57 5.27
C 6.54 -3.00 6.69
H -4.36 -2.49 -2.55
C 1.99 0.94 -4.17
H 3.62 0.09 10.32
H -9.87 -3.29 -5.09
C -5.62 -6.04 -3.16
C -0.58 -0.42 -2.54
C 1.01 3.44 3.23
Br -1.71 0.23 -5.58
H 3.97 2.84 5.35
C -2.02 -0.38 -0.36
H 3.31 0.14 -2.73
H -7.00 -2.42 -8.17

Values from the calculation:
E_tot ... -8843.97927 a.u.

Atom charges from the Löwdin analysis, given in e for atoms 1 to 6: -0.08, -0.57, 0.07, 0.09, 0.08, 0.08

---

Entry 5:
The following is a DFT calculation (ωB97M-V/def2-TZVPD) of 7 unconnected molecules or ions with the total composition C21H42O7 in a non-equilibrium geometry.

Positions of all 70 atoms, in Å:
C 0.67 -5.56 1.64
C 2.79 0.55 -2.56
C 0.25 4.19 3.14
O -2.36 -3.28 -4.95
H 0.29 4.35 -1.35
C -0.85 -0.13 -0.48
H -4.52 -4.87 -3.49
H 0.16 -6.18 -0.38
C -3.19 -3.30 -4.09
H -0.64 2.02 -0.51
C 1.46 -6.76 2.06
H -0.13 1.15 3.92
H -0.32 -2.69 4.16
C 1.45 5.57 1.30
H 0.88 -2.63 5.51
H 0.57 -0.11 2.85
H -1.17 -0.15 3.26
H 2.93 1.61 -2.82
H 1.46 -6.86 3.14
C -0.86 1.22 0.19
H -1.27 6.42 -4.09
C -4.48 -4.08 -4.24
C 0.16 -0.74 4.83
C -0.17 0.10 3.62
O -1.73 3.78 -3.60
C -1.15 -1.33 0.37
H 0.58 6.22 1.24
H 2.50 -6.62 1.75
H -3.15 -3.27 -1.95
C 3.63 0.27 -1.34
C 0.48 -5.29 0.16
H 1.90 5.40 0.32
H 0.80 4.25 4.07
H -0.29 6.54 -2.65
H -0.04 1.21 0.92
H 2.18 6.03 1.96
H -1.32 -2.21 -0.25
O -0.61 -0.24 -1.67
C 0.55 -2.18 4.58
C -1.15 6.02 -3.09
H -1.82 1.45 0.64
C 3.19 0.92 -0.05
H 1.11 -7.68 1.60
O 0.06 -0.31 5.95
C -3.00 -2.58 -2.79
H 3.10 -0.07 -3.39
H -1.97 -2.24 -2.69
H 1.73 0.41 -2.35
C -0.91 4.51 -3.11
H 1.40 -4.93 -0.30
H -0.33 3.27 3.13
H 3.93 1.66 0.25
H -2.02 6.21 -2.47
H -5.37 -3.46 -4.13
H -4.54 -4.58 -5.21
H -2.03 -1.14 0.99
C 1.06 4.23 1.88
H -3.65 -1.71 -2.65
H 1.25 4.40 -2.80
H 3.14 0.16 0.73
H 2.22 1.39 -0.20
O 4.61 -0.43 -1.40
O 0.21 -4.79 2.46
C 0.31 4.02 -2.39
H -0.30 -1.53 1.02
H 1.32 -2.26 3.82
H -0.46 5.03 3.12
O 1.39 3.20 1.31
H 0.37 2.94 -2.44
H -0.30 -4.54 0.03

Values from the calculation:
E_tot ... -1352.00998 a.u.

Atom charges from the Löwdin analysis, given in e for atoms 1 to 6: -0.50, -0.02, -0.01, 0.08, 0.07, -0.48

---

Entry 6:
The following is a DFT calculation (ωB97M-V/def2-TZVPD) of 7 unconnected molecules or ions with the total composition C42H83BrN7O14PS in a non-equilibrium geometry.

Positions of all 149 atoms, in Å:
H 0.67 -2.55 -0.08
H 8.22 0.36 -8.04
C -1.59 1.05 0.38
H -7.92 -2.33 4.98
H 3.32 0.98 0.79
H 6.68 -6.70 -1.50
H -0.93 -3.16 1.43
C -3.91 0.79 -0.69
C 2.48 -1.09 3.47
H -4.70 -6.91 3.58
H -0.39 2.54 2.62
H -2.19 11.14 -0.51
H 0.27 1.97 -0.21
H -1.57 -4.79 1.49
H -0.97 12.23 0.18
H 5.84 -2.28 -6.95
H -0.01 1.38 -7.98
N -9.55 -3.07 3.90
H -2.33 11.68 1.17
H -1.10 0.09 0.38
C -0.86 -4.12 1.95
O -8.74 -1.46 2.52
H 0.97 -2.87 2.47
O 1.19 9.36 1.28
H 2.73 -2.12 3.71
O 1.24 0.12 -4.16
C 0.48 10.29 0.92
N 7.49 -1.09 -6.71
H 1.61 -0.13 0.32
C 0.44 6.15 2.77
O 2.45 -0.33 -1.75
C -9.36 -2.50 2.70
H 9.19 0.12 -6.56
H 1.50 3.56 2.40
H 1.11 6.84 2.24
C 2.66 1.82 2.64
C -4.12 -0.54 0.01
C 0.89 0.86 -7.65
C 3.32 0.69 1.83
H 1.96 2.85 0.88
H 6.69 -6.44 -5.20
C 0.19 2.00 1.89
O 0.10 5.08 2.29
H -2.21 1.14 1.27
H 0.47 -2.08 -2.48
H 7.20 0.00 -4.95
H 3.45 2.53 2.85
C 5.83 -4.59 -2.71
C -0.82 5.76 4.78
H -7.03 -2.36 0.38
H 6.46 -1.61 -4.96
N 1.07 1.05 -6.22
H 5.60 -4.79 -1.66
C 0.49 7.88 4.50
C -2.46 1.26 -0.85
O 3.66 -3.26 1.16
H -9.65 -5.07 4.50
C 1.09 -0.81 3.98
H 8.22 -1.45 -4.79
H -9.25 -3.00 5.96
H -2.50 2.32 -1.06
O 7.72 -7.64 -2.97
O 0.43 -4.68 1.85
H 3.15 -0.50 4.09
H 1.04 7.72 5.43
H -5.52 -2.88 -0.34
N 0.06 6.60 3.98
C 8.60 -0.38 -7.33
H -4.42 1.57 -0.14
H 1.75 1.27 -8.18
H -3.69 -1.33 -0.61
Br 2.20 -4.97 -0.35
C -9.00 -2.42 5.08
C 1.60 2.61 1.87
H -6.26 -2.45 2.52
C 2.77 -0.72 2.01
C 1.69 -2.23 0.11
C 1.60 -0.97 1.01
C 7.04 -6.73 -2.54
N -5.32 -4.17 1.91
H 2.12 -4.21 2.85
H -1.75 5.58 4.24
H -0.35 4.80 4.98
H -5.09 -7.28 0.93
C -10.29 -4.31 4.05
H -1.09 -3.95 3.00
H 9.23 -1.08 -7.87
H 0.42 2.60 -4.97
C -5.07 -4.81 3.10
C 1.22 2.39 -5.69
C 7.33 -1.04 -5.27
H 1.17 3.11 -6.50
H -9.42 -1.42 5.18
H 1.14 8.38 3.79
P 2.41 -1.90 -1.55
C -1.63 11.39 0.39
H -1.33 8.74 2.20
H -4.99 -4.31 4.05
H -0.38 8.51 4.70
O 3.70 -2.53 -1.82
C 2.29 -3.41 0.85
H 0.62 -0.96 1.46
S 4.20 -1.78 1.50
O 0.86 -0.09 4.91
O 4.88 -1.17 0.41
H 4.90 -4.52 -3.27
H -6.12 -0.54 -0.76
H 0.80 -0.19 -7.88
O 5.01 -1.93 2.68
H -3.67 -0.59 0.99
C 1.10 0.02 -5.37
H -11.16 -4.15 4.69
H 4.36 0.66 2.13
N 6.65 -5.66 -3.26
H 2.17 2.49 -5.17
H 0.91 11.27 0.64
N -0.85 10.24 0.82
H 2.05 -0.07 -2.61
C -5.61 -0.80 0.16
H -10.63 -4.66 3.08
C -5.12 -6.37 1.48
H -4.60 -2.21 2.13
C -4.92 -6.15 2.86
H 0.98 -0.96 -5.86
C 7.06 -5.57 -4.65
C 1.47 -3.76 2.11
H -1.98 0.76 -1.68
H 8.15 -5.57 -4.71
H -2.61 9.13 1.03
C -0.50 2.12 0.54
H 6.37 -3.65 -2.78
H 0.21 0.96 2.22
H -9.81 -3.07 1.87
H -0.91 3.11 0.40
C -5.95 -2.26 0.44
H -5.51 -4.91 -0.10
H 0.25 -1.33 3.49
H 6.67 -4.66 -5.10
H -1.19 8.20 0.52
C -5.34 -5.12 0.94
C 6.65 -1.77 -7.50
C -1.54 9.01 1.16
H 2.27 1.53 3.61
H -5.99 -0.23 1.00
H -4.32 0.70 -1.69
O 1.34 -2.47 -2.59
O 6.73 -1.84 -8.72
H -1.04 6.26 5.72
C -5.50 -2.73 1.81

Values from the calculation:
E_tot ... -6400.38324 a.u.

Atom charges from the Löwdin analysis, given in e for atoms 1 to 6: 0.11, 0.09, -0.22, 0.09, 0.12, 0.13

---

Number 1: highest occupied orbital energy -11.9 eV, Kohn-Sham gap 8.71 eV. Number 2: highest occupied orbital energy -9.1 eV, Kohn-Sham gap 8.28 eV. Number 3: highest occupied orbital energy -8.4 eV, Kohn-Sham gap 8.80 eV. Number 4: highest occupied orbital energy -8.9 eV, Kohn-Sham gap 9.21 eV. Number 5: highest occupied orbital energy -9.3 eV, Kohn-Sham gap 9.61 eV. Number 6: highest occupied orbital energy -8.2 eV, Kohn-Sham gap 8.43 eV.